This record from the Open Molecules 2025 dataset describes a structure of composition C18H43FN6O11PS2. The level of theory is ωB97M-V with the def2-TZVPD basis set.

Each line ends with the Mulliken charge.
CARTESIAN COORDINATES (ANGSTROEM)
H: -2.536 2.011 2.240  0.267
O: -0.559 4.707 4.461  -0.712
C: 3.314 -6.092 0.090  -0.837
O: -1.271 0.020 -2.440  -0.608
O: -4.048 8.796 3.367  -0.478
S: -3.188 6.047 3.732  0.928
C: -4.865 -5.064 -1.199  -0.945
H: -0.826 1.772 2.593  0.271
H: 0.237 -2.756 -4.709  0.413
H: -1.769 -2.165 0.086  -0.416
H: -0.687 -0.773 0.264  0.233
H: 1.275 -3.203 -3.347  0.187
O: -1.344 -4.305 -0.903  -0.603
H: 2.451 -0.153 -0.464  0.292
H: -1.759 -5.382 1.331  0.260
C: -0.832 -0.758 -3.269  0.968
H: -4.974 -5.520 -0.222  0.358
C: -2.687 -5.383 0.771  -1.574
H: 2.576 -1.867 -0.906  0.060
H: 3.675 -6.428 1.063  0.300
H: 1.286 6.298 4.510  0.326
C: 0.334 6.393 2.623  -0.998
C: -0.815 -0.459 -4.748  -1.426
H: 4.000 -0.829 -0.999  0.434
C: 0.263 8.167 4.439  -1.029
O: -4.122 5.103 4.249  -0.703
H: -3.274 -4.182 -2.291  0.209
N: -1.977 0.021 2.585  -0.045
C: 0.243 -3.018 -3.657  -0.955
C: 2.929 -0.862 -1.143  -0.778
C: 3.383 -0.216 -3.541  0.949
F: 2.245 7.584 3.297  -0.409
H: -0.215 7.795 5.324  0.298
H: 5.383 0.094 -4.180  0.332
N: -3.499 -4.627 -1.416  -0.119
O: 4.975 -3.225 -1.357  -0.601
C: 5.005 -5.444 -2.255  -1.415
O: -3.501 7.538 1.205  -0.451
C: 4.617 -4.386 -1.248  0.819
H: -2.401 -0.521 -0.104  0.405
H: 3.617 -4.019 0.431  0.235
O: -2.271 -2.208 2.492  -0.738
N: 3.840 -4.771 -0.203  -0.134
P: -4.418 7.440 2.548  0.213
H: 5.091 0.575 -2.503  0.360
H: 5.616 -4.982 -3.023  0.309
N: -2.236 5.363 2.625  -0.450
H: 0.938 8.950 4.747  0.450
H: -1.406 -1.196 -5.295  0.352
H: -3.090 8.780 3.558  0.366
H: 5.579 -6.237 -1.777  0.392
C: -2.004 -1.149 1.923  0.338
H: -0.331 -3.936 -3.513  0.217
S: -0.741 5.012 3.076  1.364
H: 4.118 -5.872 -2.723  0.367
H: 5.219 -1.149 -2.925  0.259
H: -1.246 0.523 -4.905  0.322
H: -1.463 1.333 1.007  0.258
O: -2.514 6.895 4.689  -0.569
H: 0.211 -0.458 -5.125  0.329
N: -0.328 -1.955 -2.853  0.313
C: -2.441 -4.731 -0.569  0.900
H: 1.593 -0.546 -2.757  -0.070
C: 1.027 7.050 3.784  0.496
C: -1.697 -1.141 0.446  -0.019
C: -1.680 1.359 2.069  -0.776
N: 2.570 -0.538 -2.510  0.067
H: -5.149 -5.793 -1.961  0.294
H: -0.251 7.078 2.036  0.204
H: -0.378 -2.087 -1.853  -0.071
O: -0.311 3.959 2.211  -0.700
C: 4.866 -0.173 -3.264  -1.267
H: 3.622 -6.807 -0.663  0.322
H: 1.086 6.002 1.964  0.443
H: -3.431 -4.823 1.337  0.398
H: -0.465 8.594 3.774  0.084
H: 2.224 -6.058 0.117  0.249
H: -3.018 -6.415 0.639  0.489
O: 2.918 0.021 -4.651  -0.666
H: -5.543 -4.211 -1.264  0.291
H: -2.194 -0.068 3.565  0.235
H: -2.570 7.658 1.464  0.335

**2S+1**: 1
**Charge**: -1
**Frontier orbital gap**: 7.83 eV
**Relative energy (zero: lowest compared OMol25 entry of this formula, charge and spin)**: 0.00 kcal per mole